The following is a DFT calculation (the ωB97M-V functional and the def2-TZVPD basis) of a 2-piece molecular cluster, C17H24FN4O overall.

Last column: natural (NBO) charge in e.
Element x y z (Å)
C 0.654 3.644 4.576  -0.1135
C 0.325 3.283 3.483  -0.0820
C -0.066 2.864 2.126  0.1139
C -1.430 3.380 1.835  0.2496
N -2.500 3.747 1.640  -0.2696
O 0.831 3.255 1.127  -0.5129
C 1.199 4.649 1.120  -0.0684
C 2.618 4.849 1.646  -0.4317
C 3.353 5.937 0.863  -0.6035
C -0.132 1.311 2.071  -0.3103
C 1.220 0.766 2.177  0.2881
N 2.276 0.322 2.244  -0.2884
C -0.859 0.787 0.806  -0.4374
C -2.159 0.061 1.115  0.0545
F -1.884 -1.280 1.403  -0.3851
H 0.931 3.806 5.592  0.2523
H 0.460 5.236 1.670  0.1900
H 1.150 4.962 0.076  0.1951
H 3.136 3.897 1.508  0.2206
H 2.618 5.072 2.712  0.2115
H 2.819 6.888 0.931  0.2051
H 3.403 5.673 -0.195  0.2028
H 4.365 6.083 1.235  0.2219
H -0.679 0.988 2.960  0.2652
H -0.205 0.059 0.325  0.2338
H -1.062 1.593 0.103  0.2461
H -2.674 0.478 1.981  0.1833
H -2.833 0.105 0.259  0.1720
C -1.591 -5.373 -0.089  -0.6200
C -0.704 -4.198 -0.462  -0.2196
N -0.718 -3.931 -1.912  -0.2709
C -1.061 -2.741 -2.506  -0.0406
C -0.907 -2.902 -3.843  -0.0342
N -0.468 -4.190 -4.042  -0.2789
C -0.361 -4.789 -2.860  0.2473
C -0.163 -4.811 -5.334  -0.4111
H -1.259 -6.297 -0.563  0.2102
H -1.558 -5.521 0.988  0.2500
H -2.624 -5.190 -0.381  0.2261
H 0.331 -4.371 -0.166  0.2271
H -1.042 -3.287 0.030  0.2441
H -1.380 -1.902 -1.913  0.2552
H -1.062 -2.235 -4.672  0.2544
H -0.037 -5.804 -2.702  0.2467
H -0.832 -5.650 -5.504  0.2356
H 0.869 -5.149 -5.342  0.2361
H -0.306 -4.072 -6.116  0.2393

Computed properties:
Max |F| ... 0.50 eV/A
Net charge ... +1
Energy ... -1055.9720 Ha
LUMO level ... -2.86 eV
Molar mass ... 319.40 g mol⁻¹


The following is a DFT calculation (the ωB97M-V functional and the def2-TZVPD basis) of C17H24GeN5O7ReSi as an isolated structure.

Last column: natural (NBO) charge in e.
Element x y z (Å)
Re 0.037 -0.518 0.207  1.4889
O -3.868 -1.576 0.539  -0.5725
C -2.807 -1.493 -0.021  0.8051
O -1.772 -0.906 0.624  -0.6889
C -2.581 -2.019 -1.395  -0.3084
C -3.519 -2.921 -1.854  -0.0777
C -3.410 -3.451 -3.128  -0.0794
C -2.386 -3.072 -3.978  -0.1124
C -1.469 -2.146 -3.545  -0.1036
C -1.490 -1.585 -2.226  0.5157
O -0.611 -0.775 -1.812  -0.6946
N -0.421 -1.779 -4.504  0.5330
O 0.115 -0.699 -4.388  -0.3486
O -0.172 -2.578 -5.394  -0.4165
N -4.390 -4.424 -3.592  0.5391
O -5.267 -4.763 -2.818  -0.3981
O -4.295 -4.831 -4.736  -0.4034
H -4.338 -3.207 -1.210  0.2661
H -2.302 -3.490 -4.969  0.2724
N 3.581 4.683 -0.391  -0.4365
C 3.061 3.748 -0.827  0.4350
N 2.490 2.720 -1.430  -0.6269
C 1.876 1.774 -0.888  0.6848
N 1.318 0.814 -0.491  -0.6385
C -1.990 -0.256 3.845  -1.1209
Si -0.538 0.758 3.236  1.6531
C 0.330 1.471 4.748  -1.1097
C -1.160 2.228 2.234  -1.1150
C 0.647 -0.255 2.217  -1.2702
H -2.624 0.340 4.507  0.2241
H -1.634 -1.120 4.412  0.2263
H -2.604 -0.617 3.019  0.2589
H -0.351 2.068 5.361  0.2243
H 1.163 2.112 4.451  0.2296
H 0.733 0.673 5.377  0.2269
H -1.977 2.735 2.755  0.2333
H -1.548 1.948 1.251  0.2248
H -0.359 2.957 2.086  0.2336
H 0.856 -1.204 2.735  0.2110
H 1.587 0.317 2.235  0.2361
C 3.202 -1.646 -2.159  -1.0889
Ge 2.867 -2.302 -0.353  1.6297
C 3.460 -4.166 -0.256  -1.0845
C 3.871 -1.255 0.952  -1.0936
C 0.934 -2.324 0.015  -1.0881
H 4.221 -1.892 -2.462  0.2246
H 3.075 -0.566 -2.221  0.2401
H 2.511 -2.105 -2.867  0.2362
H 4.532 -4.238 -0.445  0.2244
H 2.938 -4.770 -0.999  0.2284
H 3.255 -4.585 0.731  0.2250
H 4.942 -1.405 0.807  0.2261
H 3.611 -1.552 1.968  0.2324
H 3.652 -0.193 0.845  0.2369
H 0.794 -2.862 0.962  0.2330
H 0.493 -2.903 -0.807  0.2180

Computed properties:
ΔE to the lowest compared entry with this formula, charge and spin ... 0.017 eV
Max |F| ... 0.39 eV/A
Spin multiplicity ... 2
<S²> ... 0.7549
Net charge ... -1
Energy ... -3907.2808 Ha
LUMO level (spin up / spin down) ... 1.55 / 1.74 eV
Molar mass ... 697.31 g mol⁻¹


The following is a DFT calculation (the ωB97M-V functional and the def2-TZVPD basis) of one molecule with the formula C17H24N2O2.

Last column: natural (NBO) charge in e.
Element x y z (Å)
C -1.770 -7.531 0.717  -0.5970
C -2.017 -7.057 -0.716  -0.4919
C -1.317 -5.731 -0.961  0.6903
O -0.288 -5.634 -1.587  -0.5944
N -1.971 -4.681 -0.375  -0.6058
C -1.616 -3.336 -0.330  0.1819
C -2.452 -2.463 0.370  -0.2598
C -2.146 -1.124 0.450  -0.1286
C -0.997 -0.609 -0.157  -0.2134
C -0.743 0.846 -0.012  0.5816
O -1.563 1.577 0.498  -0.5392
C 0.595 1.346 -0.530  -0.3212
N 0.813 2.749 -0.266  -0.4298
C 1.034 3.016 1.143  -0.2236
C 1.073 4.519 1.394  -0.4011
C 2.182 5.174 0.574  -0.2144
C 2.204 6.685 0.773  -0.5962
C 1.961 4.808 -0.892  -0.4013
C 1.895 3.294 -1.062  -0.2089
C -0.172 -1.487 -0.859  -0.1051
C -0.473 -2.831 -0.949  -0.2704
H -0.703 -7.636 0.896  0.2183
H -2.172 -6.827 1.443  0.1992
H -2.243 -8.497 0.878  0.2167
H -1.607 -7.785 -1.416  0.2351
H -3.088 -6.956 -0.902  0.2089
H -2.828 -4.902 0.115  0.3961
H -3.343 -2.844 0.850  0.2063
H -2.787 -0.443 0.988  0.2378
H 1.395 0.710 -0.102  0.1859
H 0.593 1.197 -1.615  0.2249
H 0.212 2.576 1.709  0.2221
H 1.982 2.557 1.488  0.1513
H 0.111 4.943 1.104  0.2084
H 1.225 4.704 2.459  0.2061
H 3.147 4.763 0.896  0.1897
H 1.258 7.122 0.459  0.2024
H 3.002 7.137 0.187  0.2054
H 2.365 6.931 1.820  0.2065
H 2.765 5.209 -1.513  0.2056
H 1.017 5.238 -1.229  0.2054
H 1.709 3.053 -2.113  0.1973
H 2.869 2.849 -0.777  0.1544
H 0.717 -1.130 -1.354  0.2079
H 0.171 -3.499 -1.495  0.2566

Computed properties:
ΔE to the lowest compared entry with this formula, charge and spin ... 1.066 eV
Max |F| ... 0.59 eV/A
Net charge ... 0
Energy ... -922.2095 Ha
LUMO level ... 0.36 eV
Molar mass ... 288.39 g mol⁻¹


The following is a DFT calculation (the ωB97M-V functional and the def2-TZVPD basis) of one molecule with the formula C17H24N2O2S in a non-equilibrium geometry.

Last column: natural (NBO) charge in e.
Element x y z (Å)
C 2.736 -5.889 -5.377  -0.6070
C 2.656 -6.080 -3.867  -0.3875
C 1.358 -5.550 -3.255  -0.3954
C 1.261 -4.026 -3.291  -0.3997
C -0.054 -3.489 -2.723  -0.3830
C -0.291 -3.789 -1.242  -0.4069
C 0.798 -3.217 -0.337  -0.4274
C 0.410 -3.248 1.132  -0.4940
S -1.039 -2.198 1.508  0.2747
C -0.306 -0.653 1.318  0.2814
N 0.934 -0.386 1.037  -0.3416
N 1.034 0.954 0.992  -0.2895
C -0.139 1.448 1.246  0.4525
C -0.507 2.839 1.293  -0.1615
C 0.458 3.813 1.043  -0.1467
C 0.126 5.153 1.073  -0.2678
C -1.183 5.542 1.355  0.3084
O -1.618 6.825 1.407  -0.4863
C -0.702 7.864 1.153  -0.2537
C -2.148 4.562 1.609  -0.2578
C -1.818 3.228 1.579  -0.1524
O -1.053 0.459 1.467  -0.4177
H 2.759 -4.834 -5.638  0.2009
H 1.877 -6.346 -5.864  0.1994
H 3.639 -6.352 -5.768  0.2091
H 3.506 -5.583 -3.393  0.1932
H 2.733 -7.148 -3.645  0.1976
H 0.507 -5.979 -3.790  0.1925
H 1.305 -5.890 -2.219  0.1958
H 1.337 -3.687 -4.325  0.2018
H 2.102 -3.596 -2.744  0.1956
H -0.070 -2.405 -2.863  0.2007
H -0.883 -3.907 -3.298  0.1987
H -0.369 -4.866 -1.085  0.1928
H -1.251 -3.349 -0.958  0.2111
H 1.717 -3.796 -0.443  0.2096
H 1.019 -2.186 -0.619  0.2292
H 0.109 -4.247 1.445  0.2248
H 1.223 -2.888 1.760  0.2437
H 1.466 3.499 0.825  0.2359
H 0.892 5.886 0.875  0.2153
H -0.286 7.794 0.143  0.1782
H -1.273 8.787 1.244  0.2028
H 0.113 7.869 1.884  0.1781
H -3.155 4.883 1.827  0.2271
H -2.567 2.477 1.774  0.2249

Computed properties:
ΔE to the lowest compared entry with this formula, charge and spin ... 2.475 eV
Max |F| ... 1.75 eV/A
Net charge ... 0
Energy ... -1320.3432 Ha
LUMO level ... 0.73 eV
Molar mass ... 320.46 g mol⁻¹